The following is a quantum chemistry calculation of a cluster of 2 separate species, C14H20N4O5P in total, from OMol25.

Last columns: bonded neighbours and bond lengths (Å).
CARTESIAN COORDINATES (ANGSTROEM)
1 N 0.604 3.694 -2.894  C2 1.518, H17 1.037, H18 1.037
2 C 1.656 2.599 -2.935  N1 1.518, C3 1.586, H19 1.137, H20 1.137
3 C 0.917 1.280 -3.415  C2 1.586, C4 1.424, C15 1.609
4 C 0.503 0.240 -2.535  C3 1.424, C5 1.594, C9 1.604
5 C 0.778 0.290 -0.966  C4 1.594, O6 1.472, H21 1.141, H22 1.142
6 O 2.045 -0.360 -0.593  C5 1.472, N7 1.381
7 N 3.062 0.063 -1.425  O6 1.381, O8 1.189
8 O 3.748 0.831 -0.830  N7 1.189
9 C -0.270 -0.965 -3.258  C4 1.604, O10 1.240, C11 1.607
10 O -0.103 -2.161 -2.979  C9 1.240
11 C -1.264 -0.499 -4.433  C9 1.607, P12 1.885, C14 1.419
12 P -2.976 -1.233 -4.717  C11 1.885, O13 1.553, H23 1.434, H24 1.429
13 O -3.794 -0.284 -5.635  P12 1.553
14 C -0.835 0.519 -5.323  C11 1.419, C15 1.607, H25 1.131
15 C 0.618 1.118 -4.988  C3 1.609, C14 1.607, O16 1.235
16 O 1.454 1.397 -5.854  C15 1.235
17 H 0.678 4.256 -3.762  N1 1.037
18 H -0.305 3.209 -3.010  N1 1.037
19 H 2.092 2.459 -1.895  C2 1.137
20 H 2.468 2.928 -3.659  C2 1.137
21 H 0.738 1.376 -0.616  C5 1.141
22 H -0.054 -0.291 -0.442  C5 1.142
23 H -2.827 -2.482 -5.404  P12 1.434
24 H -3.676 -1.327 -3.474  P12 1.429
25 H -1.464 0.912 -6.178  C14 1.131
26 C -1.955 -2.749 5.226  C27 1.516, H34 1.093, H35 1.090, H36 1.093
27 C -1.244 -2.644 3.891  C26 1.516, N28 1.470, H37 1.093, H38 1.092
28 N -0.304 -1.517 3.817  C27 1.470, C29 1.384, C32 1.336
29 C 0.689 -1.381 2.863  N28 1.384, C30 1.361, H39 1.076
30 C 1.315 -0.198 3.108  C29 1.361, N31 1.377, H40 1.077
31 N 0.695 0.361 4.203  C30 1.377, C32 1.335, C33 1.461
32 C -0.279 -0.450 4.620  N28 1.336, N31 1.335, H41 1.079
33 C 1.026 1.639 4.828  N31 1.461, H42 1.090, H43 1.090, H44 1.089
34 H -2.549 -1.854 5.427  C26 1.093
35 H -2.630 -3.605 5.234  C26 1.090
36 H -1.235 -2.867 6.040  C26 1.093
37 H -1.972 -2.518 3.085  C27 1.093
38 H -0.683 -3.562 3.702  C27 1.092
39 H 0.819 -2.151 2.122  C29 1.076
40 H 2.129 0.325 2.635  C30 1.077
41 H -0.927 -0.262 5.463  C32 1.079
42 H 1.321 1.463 5.863  C33 1.090
43 H 0.149 2.286 4.800  C33 1.090
44 H 1.845 2.115 4.292  C33 1.089

The net charge is +1.

=====

The following is a quantum chemistry calculation of the molecule C14H20N6O4S, from OMol25.

Last columns: bonded neighbours and bond lengths (Å).
CARTESIAN COORDINATES (ANGSTROEM)
1 C -4.144 -1.920 1.152  C2 1.520, H43 1.087, H44 1.086, H45 1.087
2 C -4.581 -0.510 0.785  C1 1.520, H3 1.091, H4 1.095, O5 1.434
3 H -5.576 -0.505 0.336  C2 1.091
4 H -4.560 0.145 1.662  C2 1.095
5 O -3.723 0.037 -0.225  C2 1.434, C6 1.319
6 C -2.554 0.504 0.167  O5 1.319, O7 1.200, C8 1.536
7 O -2.188 0.650 1.301  C6 1.200
8 C -1.688 0.858 -1.051  C6 1.536, N9 1.445, H32 1.094, C33 1.550
9 N -0.549 1.642 -0.632  C8 1.445, C10 1.322, C12 1.372
10 C -0.580 2.963 -0.675  N9 1.322, N11 1.145
11 N -0.616 4.104 -0.760  C10 1.145
12 C 0.432 0.975 0.057  N9 1.372, N13 1.314, N26 1.328
13 N 1.364 1.674 0.666  C12 1.314, C14 1.343
14 C 2.284 0.940 1.313  N13 1.343, N15 1.332, N24 1.345
15 N 3.240 1.582 1.981  C14 1.332, C16 1.441, C20 1.439
16 C 3.285 3.021 2.031  N15 1.441, H17 1.092, H18 1.092, H19 1.087
17 H 3.209 3.361 3.066  C16 1.092
18 H 4.228 3.379 1.611  C16 1.092
19 H 2.454 3.419 1.455  C16 1.087
20 C 4.263 0.877 2.708  N15 1.439, H21 1.093, H22 1.086, H23 1.093
21 H 5.249 1.153 2.327  C20 1.093
22 H 4.109 -0.191 2.586  C20 1.086
23 H 4.214 1.135 3.769  C20 1.093
24 N 2.299 -0.406 1.314  C14 1.345, C25 1.315
25 C 1.325 -0.981 0.642  N24 1.315, N26 1.326, S27 1.735
26 N 0.351 -0.349 0.000  C12 1.328, C25 1.326
27 S 1.287 -2.713 0.547  C25 1.735, C28 1.818
28 C 2.751 -3.116 1.546  S27 1.818, H29 1.085, H30 1.085, H31 1.085
29 H 2.610 -2.732 2.551  C28 1.085
30 H 3.628 -2.670 1.089  C28 1.085
31 H 2.830 -4.198 1.555  C28 1.085
32 H -2.277 1.412 -1.788  C8 1.094
33 C -1.207 -0.464 -1.700  C8 1.550, O34 1.198, O35 1.333
34 O -1.737 -1.525 -1.531  C33 1.198
35 O -0.255 -0.201 -2.595  C33 1.333, C36 1.432
36 C 0.317 -1.335 -3.256  O35 1.432, C37 1.521, H41 1.095, H42 1.092
37 C -0.542 -1.798 -4.423  C36 1.521, H38 1.086, H39 1.087, H40 1.087
38 H -0.045 -2.618 -4.935  C37 1.086
39 H -0.696 -0.982 -5.124  C37 1.087
40 H -1.506 -2.142 -4.058  C37 1.087
41 H 0.434 -2.141 -2.524  C36 1.095
42 H 1.297 -0.994 -3.597  C36 1.092
43 H -4.066 -2.527 0.254  C1 1.087
44 H -4.865 -2.363 1.832  C1 1.086
45 H -3.169 -1.893 1.633  C1 1.087

As for the SMILES: CCOC(=O)C(C(=O)OCC)N(C#N)c1nc(SC)nc(N(C)C)n1. The net charge is 0.

=====

The energy above the lowest of the compared OMol25 structures with the same formula, charge and spin results, record by record, are as follows: 229.37 0.00 kJ/mol.
The E_tot results, record by record, are as follows: -40316.1020 -42809.2220 eV.